# 1
The following is a quantum chemistry calculation of a structure of composition C10H5ClMnNO5, from the OMol25 dataset.

DFT total energy	-66005.87930	eV
2S+1	6
gap between HOMO and LUMO (spin up / spin down)	5.7 / 5.6	eV
ΔE to the lowest compared entry with this formula, charge and spin	41.2	kJ/mol
expectation value of S²	8.85
E_HOMO (spin up / spin down)	-9.656 / -13.193	eV
F_max	7.602	eV/Å
net charge	+1

Each line ends with the Löwdin charge.
Positions of all 23 atoms, in Å:
O 0.5534 0.0522 -3.4306  0.1153
C -0.2077 0.1792 -2.5047  -0.2217
Mn -0.3984 1.2054 -0.8465  0.0938
O 2.5475 1.6400 -1.6011  0.2025
C 1.4271 1.5080 -1.2800  -0.0478
C -0.3666 2.4197 0.5857  -0.0754
O -0.3917 3.2407 1.3904  0.2134
C -2.1895 0.7683 -0.6258  -0.0661
O -3.2513 0.4942 -0.2138  0.1940
C -0.8980 2.5596 -1.9191  -0.1416
O -1.2330 3.3646 -2.6668  0.2318
H -1.2300 -0.3840 -2.5558  0.1681
Cl 2.3746 -3.5194 0.2800  0.8527
C 1.2776 -2.3304 0.8841  -0.5770
C 0.7624 -2.4090 2.1858  -0.1056
C -0.1170 -1.4162 2.6027  -0.0165
C -0.4426 -0.3832 1.7179  -0.1073
N 0.0794 -0.3156 0.4757  -0.0843
C 0.9481 -1.2673 0.0377  -0.1021
H 1.0682 -3.2325 2.8271  0.1149
H -0.5414 -1.3985 3.6077  0.1295
H -1.1358 0.4069 2.0230  0.1161
H 1.3648 -1.1826 -0.9736  0.1132

Forces on the atoms, in the same order (eV/Å):
O -1.5 0.1 1.8
C 1.0 -1.3 -3.2
Mn 1.2 -0.1 -0.7
O -5.0 -0.3 1.2
C 6.1 0.2 -1.0
C -0.2 2.9 3.2
O 0.1 -1.9 -1.9
C -6.4 -2.3 3.3
O 4.1 1.4 -2.0
C -1.3 4.4 -3.6
O 0.5 -1.5 1.4
H 0.8 0.4 0.0
Cl -1.0 1.0 0.6
C 1.5 -0.7 -2.2
C -0.5 -0.9 2.5
C 0.0 0.3 -0.2
C -0.8 -1.0 3.2
N 1.9 -0.9 -2.8
C -0.7 0.5 0.4
H -0.1 0.3 -0.1
H 0.2 -0.2 -0.3
H 0.3 -0.3 -0.1
H -0.1 -0.1 0.5

***

# 2
The following is a quantum chemistry calculation of a cluster of 2 separate species, C4H13NO2 in total, from the OMol25 dataset.

DFT total energy	-9943.41524	eV
gap between HOMO and LUMO	10.1	eV
ΔE to the lowest compared entry with this formula, charge and spin	75.4	kJ/mol
E_HOMO	-9.389	eV
SMILES string	C[C@H](O)[C@@H](C)N.O
F_max	2.036	eV/Å
net charge	0

Each line ends with the Löwdin charge.
Positions of all 20 atoms, in Å:
C -0.4657 1.2663 -1.2423  -0.0415
C -0.3188 0.3756 -0.0106  -0.3962
O 0.9403 0.6798 0.5804  -0.0657
C -0.4541 -1.1790 -0.2296  -0.3827
C 0.4985 -1.5488 -1.3987  -0.0452
N -0.1932 -1.9110 0.9900  0.0393
H -0.9612 2.2084 -1.0236  0.0786
H -1.1910 0.7234 -1.8697  0.0849
H 0.4297 1.3722 -1.8468  0.0816
H -1.1055 0.7391 0.6832  0.1360
H 1.3503 -0.0559 1.0152  0.0760
H -1.4894 -1.3489 -0.5210  0.1349
H 1.1365 -0.7211 -1.6656  0.0625
H -0.1185 -1.7884 -2.2685  0.0752
H 1.0207 -2.4837 -1.1930  0.0762
H 0.6680 -1.8297 1.4946  0.0661
H -1.0033 -1.9442 1.5961  0.0798
O 0.7177 2.7375 2.3702  -0.0874
H -0.2251 2.8600 2.5829  0.0334
H 0.7641 1.8485 1.9567  -0.0059

Forces on the atoms, in the same order (eV/Å):
C -1.1 -1.3 -0.6
C -0.2 0.2 0.5
O 0.2 0.8 -0.3
C 1.1 1.7 -0.2
C -1.2 -0.8 0.1
N -1.2 -0.8 -0.3
H 0.5 0.2 0.1
H 0.1 0.2 -0.2
H 0.2 0.2 0.3
H 0.2 -0.6 0.0
H 0.0 -0.8 0.3
H 0.0 -0.2 0.1
H 0.5 -0.1 0.0
H 0.1 0.2 -0.1
H 0.3 0.3 0.2
H 0.2 0.2 -0.1
H 0.4 0.1 0.1
O -0.7 -0.3 0.2
H 0.6 0.0 -0.1
H 0.0 0.7 -0.1

***

# 3
The following is a quantum chemistry calculation of a structure of composition C4H8O6V, from the OMol25 dataset.

DFT total energy	-42234.32511	eV
gap between HOMO and LUMO	2.7	eV
E_HOMO	2.804	eV
F_max	4.797	eV/Å
net charge	-3

Each line ends with the Löwdin charge.
Positions of all 19 atoms, in Å:
O -2.4249 1.5341 2.8900  -0.4927
V -1.2313 1.4753 1.8866  0.9791
O -0.1948 2.8149 1.9364  -0.5481
O 0.3544 -1.8619 2.2581  -0.3679
C 1.4501 -2.1780 3.1464  -0.4205
C 2.5386 -3.3503 2.8812  -0.5213
O 3.1193 -3.6726 1.6784  -0.4335
H 1.2134 -2.3137 4.2017  0.0300
H 1.9451 -1.2554 3.4495  0.0405
H 2.0066 -4.2871 3.0469  0.0412
H 3.2916 -3.1611 3.6463  0.0383
O -1.6025 1.3355 -2.0182  -0.3246
C -1.7740 2.2649 -3.1417  -0.3303
C -1.2412 1.8385 -4.6289  -0.4933
O -0.3159 0.8365 -4.8323  -0.3745
H -1.2046 3.1643 -2.9072  0.0572
H -2.8406 2.4772 -3.0677  0.0492
H -1.0233 2.7763 -5.1399  0.0337
H -2.0661 1.5625 -5.2857  0.0375

Forces on the atoms, in the same order (eV/Å):
O -0.8 0.4 0.7
V 4.1 1.7 -1.7
O -2.8 -3.0 0.3
O 1.4 -0.3 1.6
C -0.7 1.4 -1.2
C -0.7 -0.9 -2.6
O 0.3 1.4 0.2
H -1.3 -1.4 0.8
H 1.2 0.9 -1.2
H -0.8 -0.4 1.5
H 0.3 0.2 1.0
O -0.1 1.4 -1.8
C 0.7 -2.1 2.9
C 0.7 -2.5 -0.9
O -0.5 1.7 0.7
H 0.2 0.4 0.0
H -0.4 0.4 -1.0
H 0.9 1.3 0.3
H -1.7 -0.4 0.4

***

# 4
The following is a quantum chemistry calculation of the ion C4H7N2O with charge +1, from the OMol25 dataset.

DFT total energy	-9281.93837	eV
gap between HOMO and LUMO	9.3	eV
ΔE to the lowest compared entry with this formula, charge and spin	82.2	kJ/mol
E_HOMO	-13.961	eV
SMILES string	NC1=CC[NH+]=C1O
F_max	3.503	eV/Å
net charge	+1

Each line ends with the Löwdin charge.
Positions of all 14 atoms, in Å:
N 1.3472 1.6229 -0.0214  0.1071
C 0.3457 0.6644 -0.1018  -0.2667
C -1.0424 0.7447 0.0250  0.1252
C -1.5689 -0.7173 0.0543  -0.1210
N -0.3822 -1.4811 -0.0917  0.1319
C 0.6707 -0.7003 -0.0580  -0.2453
O 1.9282 -1.1729 0.1161  0.1806
H 0.8026 2.5151 0.2705  0.1590
H 1.9867 1.7944 -0.8115  0.1276
H -1.7474 1.5596 0.0548  0.1274
H -2.2727 -0.7237 -0.7786  0.1448
H -2.2007 -1.1039 0.8821  0.1625
H -0.4179 -2.5245 0.0865  0.2274
H 2.5511 -0.4772 0.3738  0.1396

Forces on the atoms, in the same order (eV/Å):
N -1.7 2.5 0.7
C -2.3 1.4 0.0
C 1.4 -2.3 0.3
C -1.0 2.2 -0.2
N 0.3 -2.4 0.3
C 2.6 -2.2 0.8
O -2.4 0.0 -0.6
H 2.1 -1.6 -0.8
H -0.8 -0.3 0.4
H 0.3 0.3 0.0
H 0.2 -0.6 -0.6
H 0.7 0.6 0.0
H 0.6 1.8 -0.4
H -0.2 0.4 -0.1

***

# 5
The following is a quantum chemistry calculation of a structure of composition C22H18N2PPdSe2, from the OMol25 dataset.

DFT total energy	-169544.47051	eV
gap between HOMO and LUMO	7.2	eV
ΔE to the lowest compared entry with this formula, charge and spin	21.5	kJ/mol
E_HOMO	-11.369	eV
F_max	2.610	eV/Å
net charge	+1

Each line ends with the Löwdin charge.
Positions of all 46 atoms, in Å:
Pd 0.2609 0.1929 -0.0102  0.3712
Se 2.7514 -0.0124 -0.0737  0.4470
P 2.3404 2.1565 0.0081  0.2367
Se 0.1994 2.6811 0.0901  0.4248
C 3.1358 2.8621 -1.4670  -0.4197
C 2.4013 3.4975 -2.4557  -0.1064
C 3.0406 3.9337 -3.6031  -0.0643
C 4.4016 3.7245 -3.7564  -0.0616
C 5.1304 3.0693 -2.7736  -0.0615
C 4.4988 2.6303 -1.6254  -0.1020
C 3.1291 2.8906 1.4715  -0.4188
C 3.0188 4.2661 1.6461  -0.0964
C 3.5570 4.8482 2.7784  -0.0615
C 4.1915 4.0586 3.7269  -0.0612
C 4.2767 2.6859 3.5588  -0.0642
C 3.7417 2.0961 2.4278  -0.1106
H 1.3350 3.6355 -2.3234  0.0602
H 2.4733 4.4276 -4.3783  0.1110
H 4.8974 4.0765 -4.6478  0.1106
H 6.1876 2.8950 -2.9108  0.1120
H 5.0430 2.0932 -0.8595  0.1056
H 2.5004 4.8554 0.9016  0.1073
H 3.4693 5.9140 2.9302  0.1120
H 4.6127 4.5165 4.6086  0.1108
H 4.7453 2.0719 4.3136  0.1111
H 3.7900 1.0227 2.2890  0.0551
C -4.2580 0.6464 0.0001  -0.0208
C -4.7226 -0.6591 0.0001  -0.0226
C -3.8048 -1.6944 0.0005  0.0132
C -2.4415 -1.4063 -0.0005  -0.1911
N -2.0122 -0.1348 -0.0027  0.0275
C -2.8880 0.8584 -0.0009  -0.1232
C -1.4067 -2.4573 0.0002  -0.1906
C -1.7131 -3.8162 -0.0004  0.0138
C -0.6895 -4.7469 -0.0001  -0.0223
C 0.6236 -4.3043 -0.0002  -0.0198
C 0.8527 -2.9386 0.0008  -0.1311
N -0.1286 -2.0499 0.0021  0.0230
H -4.9371 1.4823 0.0002  0.1168
H -5.7805 -0.8707 0.0001  0.1216
H -4.1538 -2.7125 0.0007  0.1099
H -2.4765 1.8659 0.0003  0.0585
H -2.7361 -4.1504 -0.0002  0.1100
H -0.9151 -5.8007 0.0000  0.1210
H 1.4517 -4.9931 -0.0005  0.1174
H 1.8668 -2.5429 0.0002  0.0416

Forces on the atoms, in the same order (eV/Å):
Pd -1.8 -1.9 0.1
Se -1.3 1.0 0.1
P 0.8 0.7 0.0
Se 0.9 -1.2 -0.1
C -0.3 -0.2 0.3
C -0.2 0.0 0.2
C 0.1 0.0 -0.1
C -0.1 0.1 0.0
C 0.1 0.0 0.1
C -0.1 0.0 0.0
C -0.2 -0.3 -0.3
C 0.0 -0.1 0.0
C -0.1 0.1 -0.1
C 0.0 -0.1 0.1
C 0.0 0.1 0.1
C 0.0 -0.1 -0.1
H 0.0 0.0 -0.1
H 0.0 0.0 0.0
H 0.1 0.0 -0.1
H 0.1 0.0 0.0
H 0.1 0.0 0.0
H 0.0 0.2 0.0
H 0.0 0.1 0.0
H 0.0 0.1 0.1
H 0.1 0.0 0.0
H 0.0 0.1 0.0
C 0.1 -0.2 0.0
C 0.2 0.2 0.0
C 0.3 0.1 0.0
C -0.4 0.1 0.0
N 1.3 0.3 0.0
C -0.3 0.4 0.0
C 0.1 -0.4 0.0
C 0.1 0.3 0.0
C 0.2 0.2 0.0
C -0.2 0.1 0.0
C 0.5 -0.3 0.0
N 0.3 1.4 -0.1
H 0.0 0.1 0.0
H -0.1 0.0 0.0
H 0.0 -0.1 0.0
H -0.1 -0.2 0.0
H -0.1 0.0 0.0
H 0.0 -0.1 0.0
H 0.1 -0.1 0.0
H -0.3 -0.2 0.0

***

# 6
The following is a quantum chemistry calculation of the molecule C2Cl4O, from the OMol25 dataset.

DFT total energy	-54209.75398	eV
gap between HOMO and LUMO	11.5	eV
ΔE to the lowest compared entry with this formula, charge and spin	50.7	kJ/mol
E_HOMO	-11.061	eV
SMILES string	ClC1(Cl)OC1(Cl)Cl
F_max	1.667	eV/Å
net charge	0

Each line ends with the Löwdin charge.
Positions of all 7 atoms, in Å:
Cl -1.6342 1.5091 0.3404  0.6484
C -0.7417 0.0248 -0.0416  -1.3164
Cl -1.6090 -1.4092 0.3250  0.7074
O -0.0491 -0.0693 -1.2253  -0.0673
C 0.7364 -0.0199 -0.0962  -1.2643
Cl 1.5847 1.4287 0.3633  0.6676
Cl 1.7129 -1.4643 0.3345  0.6247

Forces on the atoms, in the same order (eV/Å):
Cl 0.5 -0.7 -0.3
C -0.1 -0.1 0.8
Cl -0.6 -0.4 0.4
O 0.7 0.7 -1.3
C 0.2 -0.4 1.5
Cl 0.2 0.1 -0.5
Cl -0.9 0.8 -0.5

***

# 7
The following is a quantum chemistry calculation of a cluster of 2 separate species, C6H10O in total, from the OMol25 dataset.

DFT total energy	-8426.67294	eV
gap between HOMO and LUMO	9.5	eV
ΔE to the lowest compared entry with this formula, charge and spin	440.7	kJ/mol
E_HOMO	-8.325	eV
SMILES string	C/C=C\OC1C=C1.[H][H]
F_max	0.440	eV/Å
net charge	0

Each line ends with the Löwdin charge.
Positions of all 17 atoms, in Å:
C -1.2137 -0.9303 -2.1884  -0.1098
C -1.0975 0.1067 -1.1227  -0.1577
C -0.7476 0.0161 0.1571  -0.2194
O 0.0568 -0.8691 0.8028  -0.0808
C 0.7583 -0.2050 1.8684  -0.2840
C 1.5128 1.0626 1.6801  0.0121
C 0.3672 1.1547 2.2909  -0.0171
H -2.2964 -1.0129 -2.3443  0.0742
H -0.8529 -1.9083 -1.8672  0.0729
H -0.7753 -0.6624 -3.1557  0.0690
H -1.5778 1.0554 -1.3478  0.0967
H -1.1603 0.7679 0.8189  0.0999
H 1.0787 -0.9638 2.5779  0.1327
H 2.3741 1.5976 1.3063  0.1011
H -0.4142 1.7709 2.7070  0.1081
H 1.9382 -0.7669 -1.3324  0.0600
H 2.0495 -0.2131 -0.8508  0.0421

Forces on the atoms, in the same order (eV/Å):
C 0.0 -0.1 -0.1
C -0.3 0.0 0.2
C -0.1 0.4 -0.2
O -0.2 0.1 -0.2
C 0.1 -0.1 0.3
C -0.2 0.0 0.2
C 0.3 0.0 0.0
H 0.2 -0.2 -0.2
H 0.1 0.1 -0.1
H 0.1 0.0 0.2
H -0.4 -0.2 0.1
H 0.3 0.3 -0.2
H -0.1 0.0 -0.2
H -0.1 -0.2 0.0
H 0.2 0.0 0.1
H 0.1 0.0 0.0
H 0.0 0.0 -0.1

***

# 8
The following is a quantum chemistry calculation of a structure of composition C29H31N8O6PRbS2, from the OMol25 dataset.

DFT total energy	-86398.96824	eV
gap between HOMO and LUMO	6.9	eV
ΔE to the lowest compared entry with this formula, charge and spin	0.0	kJ/mol
E_HOMO	-5.029	eV
F_max	0.462	eV/Å
net charge	-1

Each line ends with the Löwdin charge.
Positions of all 78 atoms, in Å:
Rb -0.1073 0.0493 -0.3833  0.8706
O -3.5669 -0.6003 -3.8497  0.0033
C -2.9820 -0.6477 -5.0606  -0.2757
C -3.7315 -1.0765 -6.1583  -0.0320
C -3.1559 -1.1464 -7.4127  -0.1112
C -1.8228 -0.7940 -7.6000  -0.1136
C -1.0772 -0.3705 -6.5131  -0.0413
C -1.6327 -0.2858 -5.2395  -0.0770
C -0.8236 0.1506 -4.0592  -0.4559
O -1.4240 0.2222 -2.9348  -0.1604
N 0.4412 0.4349 -4.2853  0.0295
N 1.1903 0.5702 -3.1531  -0.0247
C 2.1822 1.3633 -3.2483  -0.1291
C 3.2030 1.5099 -2.1972  -0.2661
C 4.1198 2.5591 -2.3183  -0.0392
C 5.1295 2.6955 -1.3865  -0.0788
C 5.2153 1.7675 -0.3592  -0.0729
C 4.2607 0.7623 -0.3163  -0.1583
N 3.2706 0.6310 -1.1893  0.1184
H -2.8171 -0.2620 -3.2405  0.0407
H -4.7666 -1.3506 -5.9964  0.1063
H -3.7518 -1.4807 -8.2542  0.0924
H -1.3732 -0.8514 -8.5830  0.0879
H -0.0380 -0.0918 -6.6227  0.1005
H 2.3293 1.9480 -4.1603  0.1096
H 4.0259 3.2514 -3.1452  0.1042
H 5.8444 3.5054 -1.4652  0.1015
H 5.9968 1.8104 0.3877  0.0886
H 4.2982 0.0200 0.4736  0.1001
C -6.0525 -1.8336 0.3952  -0.1393
N -4.9059 -1.4086 1.2831  -0.0591
C -4.4982 -2.5954 2.1853  -0.1019
N -4.2315 -3.7524 1.4010  -0.1468
C -5.3535 -4.0767 0.5405  -0.1891
N -5.7205 -2.9922 -0.3709  -0.1519
C -4.6531 -2.7417 -1.3673  -0.3115
P -3.0223 -2.2330 -0.6025  1.0633
C -3.7694 -0.9039 0.4472  -0.2593
C -2.9793 -3.5982 0.6495  -0.3074
H -6.2929 -0.9915 -0.2551  0.1375
H -6.8968 -2.0539 1.0530  0.1336
H -5.1861 -0.6577 1.9142  0.1823
H -5.3589 -2.7571 2.8393  0.1379
H -3.6210 -2.2345 2.7471  0.0996
H -6.2217 -4.3030 1.1676  0.1259
H -5.1083 -4.9588 -0.0513  0.1272
H -4.9826 -1.9671 -2.0633  0.0753
H -4.5154 -3.6542 -1.9502  0.0877
H -4.1751 -0.1316 -0.2122  0.1065
H -3.0271 -0.4612 1.1110  0.0430
H -2.1577 -3.3690 1.3305  0.0723
H -2.7705 -4.5326 0.1210  0.0904
S 3.5949 2.6527 5.5749  1.0158
C 2.8359 2.2732 4.0124  -0.5366
C 2.8641 0.9864 3.5058  -0.0619
C 2.2940 0.7694 2.2614  -0.1608
N 1.7099 1.7218 1.5411  0.0514
C 1.6356 2.9366 2.0706  -0.1212
C 2.1949 3.2718 3.2946  -0.0765
C 5.3077 2.5086 5.1763  -0.5185
C 5.8160 2.6114 3.8854  -0.0698
C 7.1878 2.5352 3.7088  -0.1536
N 8.0670 2.3760 4.6956  0.0433
C 7.5639 2.2795 5.9242  -0.1638
C 6.2130 2.3325 6.2182  -0.1049
H 3.2991 0.1703 4.0648  0.1215
H 2.2923 -0.2278 1.8371  0.1129
H 1.1171 3.6872 1.4844  0.1126
H 2.1400 4.2826 3.6745  0.1009
H 5.1618 2.7437 3.0346  0.0998
H 7.6058 2.6127 2.7101  0.0995
H 8.2832 2.1419 6.7248  0.1007
H 5.8692 2.2263 7.2389  0.0989
O -1.3146 0.7485 2.0502  -0.5213
S -1.1785 -0.5882 2.6944  0.1991
O -0.0434 -0.6361 3.6108  -0.3751
O -0.9911 -1.5913 1.5780  -0.5990
O -2.4619 -0.9104 3.3861  -0.4267

Forces on the atoms, in the same order (eV/Å):
Rb 0.3 0.2 -0.3
O 0.0 0.0 0.0
C 0.1 0.0 0.0
C 0.0 0.0 0.0
C 0.0 0.0 0.0
C 0.0 0.0 0.0
C 0.0 0.0 0.0
C 0.0 0.0 0.0
C 0.0 0.0 0.3
O 0.0 0.0 0.1
N 0.0 0.0 -0.2
N -0.1 0.0 0.1
C 0.1 0.0 -0.1
C 0.0 0.0 0.0
C 0.0 0.0 0.0
C 0.0 0.0 0.0
C 0.0 0.0 0.0
C 0.0 0.0 0.1
N -0.1 -0.1 -0.2
H 0.0 0.0 -0.1
H 0.0 0.0 0.0
H 0.0 0.0 0.0
H 0.0 0.0 0.0
H 0.0 0.0 0.0
H 0.0 0.0 0.0
H 0.0 0.0 0.0
H 0.0 0.0 0.0
H 0.0 0.0 0.0
H 0.0 0.0 0.0
C -0.1 0.0 0.0
N 0.0 0.0 0.1
C 0.1 0.0 0.0
N 0.0 0.0 0.0
C 0.0 0.0 0.0
N 0.0 0.0 0.0
C 0.0 0.1 0.2
P 0.1 0.0 -0.2
C 0.1 0.0 -0.1
C 0.1 0.0 0.0
H 0.0 0.0 0.0
H 0.0 0.0 0.0
H 0.0 0.0 0.0
H 0.0 0.0 0.0
H -0.1 0.0 0.0
H 0.0 0.0 0.0
H 0.0 0.0 0.0
H 0.0 0.0 0.0
H 0.0 0.0 0.0
H 0.0 0.0 0.0
H 0.0 0.0 0.0
H 0.0 0.0 0.0
H 0.0 0.0 0.0
S 0.0 -0.1 0.0
C 0.0 0.1 0.0
C 0.0 0.0 0.0
C -0.1 0.0 0.0
N 0.0 0.0 0.0
C 0.0 0.0 0.0
C 0.0 0.0 0.0
C -0.1 0.1 -0.1
C 0.0 0.0 0.0
C 0.0 0.0 0.0
N 0.0 0.0 0.0
C 0.0 0.0 0.0
C 0.0 0.0 0.0
H 0.0 0.0 0.0
H 0.0 0.0 0.0
H 0.0 0.0 0.0
H 0.0 0.0 0.0
H 0.0 0.0 0.0
H 0.0 0.0 0.0
H 0.0 0.0 0.0
H 0.0 0.0 0.0
O -0.1 0.0 -0.1
S -0.1 -0.1 0.0
O 0.1 0.0 0.0
O 0.0 -0.1 0.3
O -0.1 0.0 0.0